Entry 1:
# C27H32NO5SiV

C27H32NO5SiV as an isolated structure (ωB97M-V/def2-TZVPD, the OMol25 dataset).

Output
* highest occupied orbital energy: -0.52446 Eh
* total charge: +2
* E_LUMO: -8.70 eV
* molecular weight: 529.6 g/mol
* E: -73795.9983 eV
* frontier orbital gap: 5.58 eV

Geometry as XYZ:
```
67
C27H32NO5SiV (ωB97M-V/def2-TZVPD)
V -0.0172 -0.1708 -0.1735
O 0.7996 0.8768 2.9709
C -0.1262 0.3999 2.4455
O 0.1307 -0.7023 1.4466
C -1.5943 0.7245 2.5033
C -2.4769 -0.4471 2.0367
C -3.9375 -0.1970 2.3868
C -4.3353 0.8754 1.3445
C -3.0281 1.0720 0.5911
O -2.4287 -0.2544 0.5928
C -2.0168 1.8496 1.4615
C -0.8750 2.3774 0.6401
O -0.2117 3.3332 0.7151
O -0.5843 1.4188 -0.4743
H -1.7991 1.0604 3.5188
H -2.0914 -1.4311 2.2864
H -4.0536 0.1336 3.4176
H -4.5172 -1.1084 2.2639
H -4.6896 1.8044 1.7876
H -5.1076 0.5118 0.6711
H -3.1162 1.4277 -0.4313
H -2.4529 2.6989 1.9843
C 1.8580 0.1339 -0.5717
Si 2.2414 -0.4975 -2.3559
C 1.1548 -2.0521 -2.1830
N -0.1426 -1.6470 -1.5292
C -1.1399 -1.0832 -2.5481
C -2.4374 -1.8693 -2.5913
C -2.1580 -3.3555 -2.7800
C -1.2521 -3.8991 -1.6583
C -0.7428 -2.7946 -0.7401
C 4.0020 -0.9637 -2.5762
C 4.7886 -0.2587 -3.4948
C 6.1142 -0.6068 -3.6995
C 6.6722 -1.6539 -2.9800
C 5.9092 -2.3577 -2.0547
C 4.5858 -2.0113 -1.8526
C 1.5236 0.6629 -3.6007
C 1.4217 0.2059 -4.9233
C 0.8694 1.0031 -5.9114
C 0.4123 2.2778 -5.5944
C 0.5194 2.7534 -4.2958
C 1.0710 1.9502 -3.3066
H 2.0314 1.2015 -0.4082
H 2.4133 -0.4565 0.1634
H 1.6500 -2.7498 -1.5030
H 0.9238 -2.5972 -3.0992
H -0.6226 -1.0942 -3.5061
H -1.3186 -0.0230 -2.3318
H -3.0160 -1.4730 -3.4269
H -3.0293 -1.6871 -1.6914
H -1.6827 -3.5086 -3.7509
H -3.0949 -3.9079 -2.8112
H -0.4025 -4.4462 -2.0670
H -1.7851 -4.6064 -1.0220
H 0.0326 -3.1549 -0.0645
H -1.5615 -2.3828 -0.1460
H 4.3630 0.5632 -4.0594
H 6.7141 -0.0626 -4.4160
H 7.7087 -1.9221 -3.1354
H 6.3520 -3.1709 -1.4960
H 4.0108 -2.5693 -1.1193
H 1.7922 -0.7796 -5.1917
H 0.8050 0.6407 -6.9285
H -0.0139 2.9040 -6.3668
H 0.1879 3.7553 -4.0577
H 1.1643 2.3534 -2.3040
```

Let us look at the natural (NBO) charges, expressed in e, one per atom: 1.77, -0.38, 0.78, -0.66, -0.36, 0.10, -0.42, -0.43, 0.09, -0.57, -0.34, 0.79, -0.38, -0.67, 0.30, 0.24, 0.24, 0.25, 0.24, 0.25, 0.24, 0.29, -1.06, 1.71, -0.68, -0.44, -0.24, -0.42, -0.41, -0.42, -0.23, -0.58, -0.17, -0.19, -0.15, -0.22, -0.11, -0.49, -0.21, -0.20, -0.17, -0.19, -0.22, 0.30, 0.29, 0.24, 0.26, 0.25, 0.24, 0.26, 0.21, 0.22, 0.25, 0.23, 0.25, 0.24, 0.23, 0.22, 0.24, 0.24, 0.23, 0.19, 0.22, 0.24, 0.24, 0.23, 0.21

Entry 2:
# C16H21IO8

A 4-piece molecular cluster, C16H21IO8 overall (ωB97M-V/def2-TZVPD, the OMol25 dataset).

Output
* highest occupied orbital energy: -0.31443 Eh
* SMILES: C#C[C@@H](I)OC=O.O=C1CCCO1.O=C1CCCO1.O=C1CCCO1
* E_LUMO: -0.07 eV
* molecular weight: 468.2 g/mol
* E: -41406.2264 eV
* frontier orbital gap: 8.49 eV

Geometry as XYZ:
```
46
C16H21IO8 (ωB97M-V/def2-TZVPD)
C 0.6381 0.9811 -1.0502
C -0.6534 0.3789 -0.9882
C -2.0772 -0.4778 -0.8001
I -1.5604 -2.2808 0.4100
O -3.0730 0.2529 0.0184
C -3.7114 1.3403 -0.7399
O -3.1306 2.5658 -0.6653
H 1.6104 1.6258 -0.8894
H -2.5163 -0.7959 -1.8548
H -4.6922 1.1908 -1.4029
O -2.5366 -4.8336 4.5889
C -3.0259 -3.7170 4.6331
O -3.0557 -2.8474 3.5810
C -3.6002 -1.6028 4.0174
C -4.4021 -1.9298 5.2498
C -3.6352 -3.0827 5.8466
H -2.7745 -0.9153 4.2289
H -4.2235 -1.1755 3.2265
H -4.5137 -1.0802 5.9288
H -5.4053 -2.2664 4.9612
H -2.8363 -2.7400 6.5101
H -4.2976 -3.7795 6.3653
O 3.5641 0.4937 1.7133
C 3.9642 1.5221 1.1931
O 3.3781 2.1169 0.1129
C 4.1688 3.2328 -0.2937
C 4.9731 3.6141 0.9215
C 5.1839 2.2881 1.6076
H 4.8027 2.9249 -1.1319
H 3.5163 4.0467 -0.6230
H 5.9037 4.1328 0.6764
H 4.3793 4.2717 1.5680
H 6.0734 1.7734 1.2338
H 5.2286 2.4008 2.6932
O -1.7177 -0.9419 -4.0733
C -0.5867 -0.6987 -4.4605
O 0.2432 0.2201 -3.8847
C 1.4382 0.3210 -4.6578
C 1.5258 -0.9721 -5.4253
C 0.0764 -1.3205 -5.6520
H 1.3550 1.1911 -5.3174
H 2.2962 0.4602 -3.9937
H 2.1048 -0.8863 -6.3486
H 1.9954 -1.7426 -4.8017
H -0.3160 -0.8574 -6.5616
H -0.0783 -2.4018 -5.6697
```

Let us look at the natural (NBO) charges, expressed in e, one per atom: -0.26, -0.10, -0.08, 0.16, -0.57, 0.59, -0.51, 0.29, 0.27, 0.19, -0.57, 0.79, -0.48, -0.07, -0.43, -0.53, 0.18, 0.20, 0.22, 0.21, 0.24, 0.24, -0.54, 0.79, -0.51, -0.07, -0.43, -0.53, 0.18, 0.20, 0.22, 0.21, 0.24, 0.25, -0.59, 0.80, -0.47, -0.07, -0.43, -0.53, 0.18, 0.20, 0.22, 0.21, 0.24, 0.25

Entry 3:
# C18H35Cl4FIMgNO7P2

C18H35Cl4FIMgNO7P2 as an isolated structure (ωB97M-V/def2-TZVPD, the OMol25 dataset).

Output
* highest occupied orbital energy: -0.47264 Eh
* total charge: +2
* E_LUMO: -11.27 eV
* molecular weight: 751.4 g/mol
* E: -119966.2670 eV
* frontier orbital gap: 1.59 eV

Geometry as XYZ:
```
70
C18H35Cl4FIMgNO7P2 (ωB97M-V/def2-TZVPD)
C 2.5951 0.9493 0.3819
C 1.7721 2.1233 -0.1708
C 1.0106 1.7738 -1.4620
C -0.4981 1.7120 -1.3272
O -0.9845 0.7072 -0.4569
C -0.6322 -0.5771 -0.8034
O -0.6486 -0.8018 -2.1907
C -1.5082 -1.8396 -2.4390
O -2.2134 -1.7964 -3.4219
C -1.3944 -2.7653 -1.2111
C -0.0140 -3.4884 -1.1803
C 0.4619 -3.9768 0.1845
F 1.8567 -3.9654 0.1513
P -2.7726 -4.0482 -1.2665
O -2.2353 -5.1039 -0.1650
I -2.4954 -5.2174 -3.3380
C -1.5398 -1.6676 -0.1545
P -3.2620 -1.1506 0.2350
N -3.6171 -1.7160 1.6693
H 3.6627 1.1324 0.2720
H 2.3899 0.0097 -0.1292
H 2.4205 0.8392 1.4476
H 1.0800 2.5099 0.5748
H 2.4792 2.9247 -0.4019
H 1.1519 2.5865 -2.2340
H 1.4285 0.8770 -1.9217
H -0.9588 1.6203 -2.3116
H -0.8439 2.6496 -0.8906
H 0.3948 -0.8068 -0.4940
H 0.7383 -2.7999 -1.5662
H -0.0442 -4.3419 -1.8552
H 0.1596 -3.3375 1.0127
H 0.1429 -4.9929 0.3951
H -2.9298 -5.2689 0.4849
H -1.1015 -1.8180 0.8291
H -4.1332 -1.5895 -0.7705
H -3.2321 0.2499 0.2171
H -4.4604 -2.2798 1.6891
C 0.4046 1.5353 -6.6428
C -0.0625 1.4121 -5.2037
C -1.4908 0.8853 -5.1119
O 0.0523 2.6879 -4.5204
H -0.2256 2.2430 -7.1868
H 1.4287 1.9061 -6.6862
H 0.3616 0.5754 -7.1551
H 0.6035 0.7374 -4.6605
H -2.1938 1.5603 -5.6064
H -1.7916 0.8060 -4.0672
H -1.5788 -0.0973 -5.5713
H -0.5219 3.3142 -4.9758
Mg 1.6797 4.2609 -3.2319
O 4.1222 3.7505 3.9741
C 3.5881 2.7202 4.2646
O 2.2974 2.5489 3.8826
C 1.5966 1.3142 4.0145
C 1.0239 1.0329 5.3848
C 4.2828 1.6472 5.0670
H 2.2303 0.4894 3.6772
H 0.7760 1.4039 3.2989
H 1.7989 0.9410 6.1454
H 0.4637 0.1003 5.3523
H 0.3559 1.8347 5.6944
H 4.2708 1.9411 6.1158
H 5.3160 1.5950 4.7345
H 3.8487 0.6552 4.9729
C -2.9762 -0.2245 5.3411
Cl -2.9530 -1.9553 5.6705
Cl -2.0697 0.0935 3.8419
Cl -4.6359 0.3216 5.1299
Cl -2.2275 0.6487 6.6754
```

Let us look at the natural (NBO) charges, expressed in e, one per atom: -0.61, -0.43, -0.32, -0.09, -0.50, 0.39, -0.55, 0.81, -0.51, -0.47, -0.45, 0.05, -0.36, 0.99, -0.99, 0.02, -0.59, 1.29, -1.17, 0.23, 0.20, 0.24, 0.24, 0.19, 0.00, 0.24, 0.20, 0.20, 0.16, 0.23, 0.25, 0.16, 0.20, 0.53, 0.29, -0.01, -0.02, 0.39, -0.64, 0.09, -0.64, -0.84, 0.22, 0.21, 0.26, 0.19, 0.22, 0.22, 0.26, 0.49, 1.52, -0.56, 0.80, -0.53, -0.07, -0.64, -0.75, 0.17, 0.18, 0.22, 0.23, 0.23, 0.26, 0.25, 0.22, -0.22, 0.07, 0.01, 0.08, 0.07

Entry 4:
# C4H11NO2

A 3-piece molecular cluster, C4H11NO2 overall (ωB97M-V/def2-TZVPD, the OMol25 dataset).

Output
* highest occupied orbital energy (alpha / beta): 0.02443 / -0.09725 Eh
* multiplicity: 2
* total charge: -1
* E_LUMO (alpha / beta): 2.54 / 2.54 eV
* molecular weight: 105.1 g/mol
* E: -9907.3655 eV
* frontier orbital gap (alpha / beta): 1.88 / 5.18 eV

Geometry as XYZ:
```
18
C4H11NO2 (ωB97M-V/def2-TZVPD)
C -0.5561 -0.4535 -0.7778
C -0.7735 1.0951 -0.7840
C 0.0173 1.8848 -0.0300
N -0.2514 3.3182 0.2168
C -0.4224 4.1662 -0.6983
H -0.1742 -0.9187 -1.6585
H -1.4453 -1.0470 -0.6974
H 0.0819 -0.6944 0.0444
H -1.6258 1.5468 -1.3093
H 0.8587 1.6061 0.7198
H 0.1313 4.1885 -1.6176
H -0.8364 5.1128 -0.8057
H 5.8522 -1.4825 2.8299
H 6.3808 -0.2707 3.4762
O 6.4822 -1.1753 3.6104
H -4.5126 -5.1740 -0.1474
H -4.6842 -5.6929 -1.6211
O -4.5226 -6.0093 -0.7504
```

Let us look at the natural (NBO) charges, expressed in e, one per atom: -0.62, -0.39, -0.01, -0.62, -0.44, 0.17, 0.18, 0.19, 0.19, 0.15, 0.08, 0.13, 0.46, 0.46, -0.93, 0.48, 0.47, -0.94

Entry 5:
# C10H16

A 2-piece molecular cluster, C10H16 overall (ωB97M-V/def2-TZVPD, the OMol25 dataset).

Output
* highest occupied orbital energy: -0.32361 Eh
* SMILES: Cc1ccccc1.CCC
* E_LUMO: 0.98 eV
* molecular weight: 136.2 g/mol
* E: -10627.3266 eV
* frontier orbital gap: 9.78 eV

Geometry as XYZ:
```
26
C10H16 (ωB97M-V/def2-TZVPD)
C -2.7867 -0.2004 -3.3638
C -0.1651 -1.1024 -0.1895
C -0.9334 -2.0867 -0.8840
C -0.5752 0.1572 -0.4923
C -1.9548 -1.8258 -1.7972
C -1.5171 0.5462 -1.4655
C -2.1659 -0.4549 -2.1150
H 0.5147 -1.2518 0.5081
H -0.6300 -3.1389 -0.5806
H -0.1055 1.0531 0.0228
H -2.6514 -2.5824 -2.3066
H -1.5954 1.5552 -1.4371
H -2.2297 0.5015 -4.0820
H -3.6307 0.4719 -3.1053
H -3.2090 -1.0466 -4.0029
C 1.8816 0.6038 1.8507
C 3.0717 -0.0185 2.5950
C 1.4123 1.9506 2.3650
H 2.1669 0.6563 0.8542
H 1.0446 -0.0905 1.9407
H 3.2688 0.5199 3.5420
H 2.2677 2.5472 2.3984
H 0.7553 2.3577 1.7163
H 3.8843 0.0259 1.9120
H 2.9090 -1.0352 2.8315
H 0.9730 1.8877 3.2849
```

Let us look at the natural (NBO) charges, expressed in e, one per atom: -0.64, -0.26, -0.18, -0.15, -0.24, -0.26, -0.01, 0.21, 0.21, 0.19, 0.23, 0.22, 0.23, 0.22, 0.22, -0.39, -0.61, -0.59, 0.19, 0.19, 0.20, 0.20, 0.20, 0.20, 0.21, 0.20

Entry 6:
# CH2I2O2

CH2I2O2 as an isolated structure (ωB97M-V/def2-TZVPD, the OMol25 dataset).

Output
* highest occupied orbital energy: -0.36482 Eh
* E_LUMO: -2.16 eV
* molecular weight: 299.8 g/mol
* E: -21363.5084 eV
* frontier orbital gap: 7.77 eV

Geometry as XYZ:
```
7
CH2I2O2 (ωB97M-V/def2-TZVPD)
C -0.0272 0.8724 -0.1746
O -0.1570 -1.6438 -0.1239
O -0.7807 1.6226 -0.7016
I -0.5248 0.6948 2.1086
I 2.0120 0.5316 -0.6056
H -0.8453 -1.1075 -0.6096
H 0.3231 -0.9699 0.1066
```

Let us look at the natural (NBO) charges, expressed in e, one per atom: 0.19, -0.87, -0.49, 0.03, 0.25, 0.46, 0.43

- Number 2 is which compound?
  C16H21IO8

- Look up the E of the fourth one.
  -9907.3655 eV